The molecule C4H7NO2, computed with ωB97M-V/def2-TZVPD.

As for the HOMO energy: -9.913 eV. The energy above the lowest of the compared OMol25 structures with the same formula, charge and spin is 34.8 kcal/mol. For the total energy, the calculation gives -361.825439 Ha. The structure (SMILES) is NC(=O)C[C@H]1CO1. The orbital gap comes out at 10.69 eV.

Element x y z (Å)
1 N 1.29 1.11 1.09
2 C 0.46 0.08 1.45
3 O -0.20 0.15 2.47
4 C 0.26 -1.02 0.42
5 C -0.99 -0.63 -0.32
6 C -0.90 0.39 -1.37
7 O -1.15 -0.99 -1.66
8 H 1.44 1.87 1.72
9 H 2.05 1.01 0.44
10 H 0.20 -2.00 0.91
11 H 1.09 -1.01 -0.29
12 H -1.90 -0.67 0.28
13 H 0.06 0.78 -1.75
14 H -1.76 1.04 -1.50